# 1
{"formula": "C4H8O2", "method": "wB97M-V/def2-TZVPD", "multiplicity": 1, "homo_ha": -0.3569, "smiles": "C[C@@H](O)CC=O", "elements": ["C", "C", "O", "C", "C", "O", "H", "H", "H", "H", "H", "H", "H", "H"], "xyz": [[-0.0600, 0.4809, -1.7018], [-0.2800, -0.2214, -0.3634], [0.4011, -1.4692, -0.3067], [0.2585, 0.5900, 0.8146], [0.0797, -0.1975, 2.0950], [-0.9328, -0.1637, 2.7536], [-0.0667, -0.2493, -2.5178], [-0.8446, 1.2166, -1.9042], [0.9066, 0.9948, -1.7262], [-1.3577, -0.3769, -0.2003], [-0.0749, -2.0918, -0.8698], [-0.2848, 1.5371, 0.8947], [1.3233, 0.7927, 0.6440], [0.9323, -0.8421, 2.3883]], "forces_ev_per_angstrom": [[0.0180, 0.0432, -0.0646], [-0.1415, 0.2982, 0.0143], [-0.0794, -0.2551, -0.1490], [0.0067, 0.0928, -0.0019], [-0.2660, 0.0469, 0.1305], [0.4116, -0.0131, -0.2464], [-0.0715, 0.0762, 0.1082], [0.0961, -0.0542, 0.0936], [-0.0876, -0.1258, 0.0104], [0.1716, -0.0329, -0.0257], [0.1758, 0.0466, 0.0844], [0.0537, -0.1331, -0.0121], [-0.1444, -0.0434, 0.0299], [-0.1430, 0.0537, 0.0284]]}

# 2
{"formula": "C10H16ClLuPdTe", "method": "wB97M-V/def2-TZVPD", "multiplicity": 5, "homo_ha": [-0.2646, -0.2883], "elements": ["Lu", "Cl", "C", "C", "H", "H", "H", "H", "H", "H", "Pd", "C", "C", "H", "H", "H", "H", "H", "Te", "C", "C", "C", "C", "C", "C", "H", "H", "H", "H", "H"], "xyz": [[0.4302, -0.5296, -2.9587], [1.0815, 1.7229, -2.5032], [-0.7555, -0.0093, -4.9183], [2.1582, -0.8273, -4.4769], [-0.2847, -0.4646, -5.8169], [-1.8157, 0.1020, -5.0893], [-0.4953, 1.0725, -4.9779], [1.9156, -1.1182, -5.5240], [3.1586, -1.1090, -4.1937], [2.3580, 0.2662, -4.5583], [-0.8996, -0.1039, -0.6170], [-1.6741, 1.6636, -0.8401], [0.0991, -1.6473, -0.1583], [-2.1937, 1.5858, -1.8097], [-2.3196, 1.5544, 0.0686], [-0.9697, 2.5205, -0.7781], [0.8421, -1.7142, 0.6298], [-0.5031, -2.5825, -0.0036], [0.3368, 0.7789, 1.4551], [-0.1003, -0.0528, 3.2753], [-1.3290, 0.1030, 3.9351], [-1.5770, -0.6740, 5.0665], [-0.5860, -1.5822, 5.5132], [0.6604, -1.6882, 4.8707], [0.9152, -0.8974, 3.7494], [-1.9872, 0.8784, 3.5678], [-2.5218, -0.5513, 5.6165], [-0.8086, -2.2523, 6.3443], [1.4572, -2.3499, 5.2383], [1.8719, -0.8516, 3.2537]], "forces_ev_per_angstrom": [[0.5718, -0.4073, -2.4443], [0.3634, 0.8428, 0.5946], [0.1883, 0.6726, 0.1276], [0.0522, 0.7992, -0.1523], [-0.3776, 0.0758, 0.5741], [-0.6708, -0.5671, -0.0534], [0.4243, -0.3770, 0.0994], [0.2234, -0.2231, 0.8118], [0.5233, -0.8641, -0.0030], [-0.5225, -0.1610, -0.0582], [-2.6207, -1.6416, 0.2212], [-0.6133, 3.3884, -0.2017], [1.1807, -3.0904, 1.0091], [0.2359, 0.1201, 0.3145], [0.2144, 0.1517, -0.6374], [-0.8373, -0.4950, -0.1284], [0.5784, 0.1121, -0.2442], [0.1262, 0.6247, -0.9170], [1.1745, 1.8091, 0.4309], [-0.1053, -0.6030, 0.5658], [0.8218, -0.3691, 0.1101], [0.4686, -0.0489, 0.1466], [-0.1696, -0.0451, -0.4231], [-0.1444, 0.2377, 0.0718], [-0.9535, 0.3049, 0.4558], [-0.4151, -0.2547, 0.1184], [0.5478, -0.1937, -0.2829], [0.0903, 0.3376, -0.0991], [-0.5817, 0.2522, -0.0542], [0.2265, -0.3879, 0.0475]]}

# 3
{"formula": "C5H13N2", "method": "wB97M-V/def2-TZVPD", "multiplicity": 1, "homo_ha": -0.4907, "charge": 1, "elements": ["C", "C", "C", "C", "N", "C", "N", "H", "H", "H", "H", "H", "H", "H", "H", "H", "H", "H", "H", "H"], "xyz": [[2.2215, -0.4092, -0.8839], [2.1660, 0.5520, 0.2724], [0.8957, 0.2500, 1.0890], [-0.1855, 0.3826, 0.0742], [-0.2626, -0.5493, -0.9215], [-1.5972, -0.4710, 0.2890], [-2.2254, 0.1333, 1.2931], [-1.6426, -1.5558, 0.2339], [2.5527, -1.4133, -0.5911], [2.6702, -0.1196, -1.8295], [2.1998, 1.5801, 0.0071], [3.0466, 0.3016, 0.8419], [0.8651, -0.8090, 1.3762], [0.6703, 0.9547, 1.8632], [1.0525, -0.7225, -1.1147], [-0.5083, 1.4073, -0.0947], [-3.2602, -0.1754, -1.8171], [-2.4512, 0.3791, 0.0119], [-3.1556, -0.2487, 1.5419], [-3.0517, 0.5331, -1.6414]], "forces_ev_per_angstrom": [[-1.1706, -0.7398, -0.4629], [0.0484, -1.2479, -0.1549], [-0.7017, -0.5941, -0.6073], [-0.4802, -0.7429, -0.7144], [0.3574, 0.3488, 0.7286], [1.8799, -1.4071, 2.1435], [-1.6141, 1.6828, -1.3397], [-0.5627, -0.1484, -1.0076], [0.0837, 0.2521, -0.0323], [-0.0284, 0.2398, 0.1322], [0.0709, 0.8639, -0.4056], [0.2521, 0.2823, 0.6719], [0.3788, 0.3184, 0.5491], [0.4227, 0.1231, 0.8396], [1.7335, 0.0588, -0.7764], [-0.1847, 0.3915, -0.2541], [0.0663, 0.5415, 0.0934], [-0.9004, 0.8902, 0.6286], [0.6559, -0.7391, 0.3429], [-0.3069, -0.3738, -0.3748]]}

Energy relative to the best compared isomer or geometry (same formula, charge and spin) for the records above, in order: 25.5, 22.2, 269.7 kcal/mol